The following is a quantum chemistry calculation of 18 unconnected molecules or ions with the total composition C48H108O54S12 in a non-equilibrium geometry, from the OMol25 dataset.

```
222
Properties=species:S:1:pos:R:3:lowdin_charge:R:1
C -0.01054 4.31794 3.30649 -0.043
C -0.25201 2.92777 3.94204 -0.262
O 0.98541 2.32586 4.23086 -0.162
C 0.84043 1.05472 4.79298 -0.281
C 0.50369 1.14976 6.29563 -0.053
H 0.46513 4.31215 2.32577 0.038
H -0.89839 4.92626 3.13393 0.075
H 0.69648 4.87360 3.92249 0.073
H -0.96005 2.96647 4.76985 0.105
H -0.84250 2.26431 3.31018 0.094
H 0.11135 0.46841 4.23370 0.075
H 1.73069 0.48492 4.52680 0.112
H -0.51162 1.41523 6.59020 0.062
H 1.22664 1.84652 6.71985 0.077
H 0.75223 0.20278 6.77478 0.070
C -4.81718 1.59142 3.68396 -0.043
C -4.44130 1.59714 5.18759 -0.288
O -5.16557 2.52533 5.88203 -0.152
C -4.66173 3.82989 5.77811 -0.278
C -5.36683 4.65331 6.86232 -0.062
H -4.33533 0.80093 3.10859 0.051
H -5.89955 1.52928 3.57120 0.075
H -4.64450 2.58881 3.27961 0.059
H -4.66304 0.60022 5.56848 0.112
H -3.40763 1.82653 5.44644 0.102
H -3.58546 3.84936 5.94945 0.111
H -4.81675 4.18947 4.76087 0.109
H -5.22732 5.73300 6.80842 0.072
H -5.06469 4.19154 7.80230 0.077
H -6.45314 4.56606 6.84202 0.071
C -2.45919 0.48162 -2.89363 -0.028
C -2.76294 1.41361 -1.74705 -0.275
O -1.83434 2.43292 -1.63588 -0.164
C -2.11196 3.40248 -0.72084 -0.299
C -2.31180 2.82527 0.67045 -0.053
H -1.39148 0.26290 -2.90965 0.069
H -3.03361 -0.44277 -2.83332 0.070
H -2.71032 0.83424 -3.89398 0.042
H -3.75110 1.87327 -1.76567 0.131
H -2.69254 0.81960 -0.83584 0.096
H -1.37515 4.19012 -0.87850 0.111
H -3.06988 3.84994 -0.98592 0.110
H -2.26286 3.52684 1.50322 0.068
H -1.62090 2.04504 0.98983 0.070
H -3.34706 2.48885 0.72657 0.074
C 5.88728 0.75419 -2.69238 -0.075
C 5.73923 -0.27274 -3.72730 -0.220
O 5.73901 -1.60361 -3.06990 -0.179
C 5.24263 -2.70148 -3.77874 -0.299
C 5.85458 -3.89036 -3.08393 -0.073
H 5.70349 0.44718 -1.66279 0.062
H 6.75186 1.41515 -2.63138 0.089
H 5.04492 1.40853 -2.91682 0.051
H 4.78604 -0.18095 -4.24797 0.103
H 6.52920 -0.17340 -4.47173 0.122
H 4.16016 -2.74581 -3.65873 0.098
H 5.57206 -2.70387 -4.81777 0.124
H 5.42019 -4.00852 -2.09123 0.054
H 6.93285 -3.82207 -2.93984 0.082
H 5.63667 -4.79525 -3.65120 0.077
C 2.18373 -4.66422 0.10225 -0.040
C 1.74063 -4.80043 1.58340 -0.268
O 2.57984 -3.88228 2.22976 -0.176
C 2.41033 -3.78388 3.66485 -0.227
C 3.33919 -2.64475 4.18689 -0.045
H 1.59216 -5.32110 -0.53545 0.053
H 2.06248 -3.60951 -0.14468 0.063
H 3.19078 -5.02939 -0.09923 0.076
H 0.65711 -4.69370 1.63517 0.099
H 1.93797 -5.81678 1.92426 0.116
H 1.39539 -3.46475 3.90181 0.096
H 2.75938 -4.70581 4.12994 0.115
H 3.20075 -2.38734 5.23697 0.078
H 3.22859 -1.71853 3.62296 0.049
H 4.32392 -3.07864 4.01328 0.074
C 0.62981 -0.18852 1.50125 -0.019
C 0.46382 -0.71306 0.05476 -0.258
O 1.57515 -0.24285 -0.63008 -0.161
C 1.73588 -0.66518 -1.95100 -0.258
C 1.66685 0.58063 -2.79877 -0.042
H 0.50714 0.89441 1.51879 0.053
H -0.21647 -0.64912 2.01091 0.074
H 1.59222 -0.51536 1.89499 0.068
H 0.45180 -1.80075 0.12459 0.111
H -0.46540 -0.37133 -0.40114 0.101
H 2.64894 -1.24185 -2.09889 0.121
H 0.96988 -1.28664 -2.41484 0.090
H 1.80487 0.30701 -3.84480 0.064
H 2.55148 1.16988 -2.55731 0.066
H 0.75010 1.14157 -2.61708 0.072
C 1.63335 3.24352 -0.06851 -0.201
C 3.08323 2.85064 0.24349 -0.146
O 3.64117 3.96308 0.95145 -0.198
S 2.83277 5.42857 0.67501 0.790
O 3.54856 6.23639 -0.27267 -0.239
O 2.33791 6.03928 1.93174 -0.257
O 1.54262 4.64534 -0.14659 -0.225
H 0.94840 2.71647 0.59568 0.102
H 1.36342 2.98852 -1.09331 0.114
H 3.65755 2.52886 -0.62524 0.125
H 3.11582 1.99278 0.91513 0.118
C 4.50603 2.67855 4.32871 -0.167
C 3.91179 3.95077 4.90739 -0.156
O 4.66682 4.22475 6.09452 -0.222
S 6.23990 3.77302 5.92081 0.783
O 6.70819 3.22763 7.21788 -0.260
O 6.93626 4.84256 5.14777 -0.269
O 5.79872 2.53782 4.89190 -0.215
H 4.63844 2.74064 3.24856 0.118
H 3.93887 1.79026 4.60688 0.125
H 2.89634 3.78075 5.26524 0.118
H 3.98749 4.83125 4.26932 0.127
C -1.34124 5.61531 -3.83951 -0.129
C -2.51099 4.66094 -4.21788 -0.205
O -1.99385 3.67156 -4.99266 -0.214
S -0.58578 4.09800 -5.75523 0.803
O -0.91287 4.32700 -7.18007 -0.263
O 0.49849 3.08633 -5.45995 -0.268
O -0.38002 5.51965 -4.89087 -0.216
H -0.79237 5.32686 -2.94304 0.121
H -1.70421 6.64310 -3.84235 0.136
H -3.40575 5.12348 -4.63445 0.135
H -2.88749 4.12581 -3.34612 0.116
C -3.04666 -2.25975 3.31920 -0.212
C -3.68019 -3.05861 4.48335 -0.189
O -2.81091 -2.85348 5.53195 -0.189
S -1.85517 -1.53484 5.37057 0.711
O -0.46004 -1.81209 5.08875 -0.234
O -2.13288 -0.59149 6.43512 -0.224
O -2.64797 -1.13921 3.98594 -0.193
H -3.85019 -2.02796 2.62013 0.099
H -2.19831 -2.76980 2.86286 0.121
H -3.82506 -4.11757 4.26954 0.128
H -4.67372 -2.67291 4.71191 0.128
C -4.43006 -4.98970 0.29957 -0.188
C -3.23227 -5.48451 -0.48891 -0.175
O -2.34313 -4.38313 -0.44619 -0.196
S -3.16112 -2.94231 -0.52192 0.733
O -3.66308 -2.80313 -1.87136 -0.225
O -2.38446 -1.87514 0.10864 -0.225
O -4.27919 -3.59565 0.54754 -0.216
H -4.40468 -5.50407 1.26023 0.128
H -5.35749 -5.30782 -0.17662 0.124
H -3.62997 -5.69011 -1.48272 0.126
H -2.83728 -6.42369 -0.10157 0.146
C 4.19889 -1.18654 0.93592 -0.185
C 5.35903 -2.12010 0.82389 -0.149
O 6.49518 -1.26040 0.83323 -0.192
S 6.18830 0.05470 1.78694 0.703
O 6.39849 1.29425 1.03806 -0.258
O 6.74456 -0.06875 3.14691 -0.246
O 4.58642 -0.14511 1.82656 -0.226
H 3.28199 -1.58063 1.37418 0.096
H 3.92274 -0.70288 -0.00105 0.118
H 5.47049 -2.74426 -0.06273 0.130
H 5.50789 -2.72994 1.71497 0.127
C 1.68044 0.03215 -6.87805 -0.144
C 0.29621 -0.61110 -6.96340 -0.164
O 0.49896 -2.02611 -6.77070 -0.238
S 2.07909 -2.42619 -6.31005 0.778
O 2.85296 -2.80973 -7.48626 -0.246
O 2.00323 -3.38329 -5.17981 -0.254
O 2.41675 -0.79868 -5.92496 -0.237
H 1.58197 1.05208 -6.50636 0.114
H 2.16447 0.09672 -7.85256 0.132
H -0.16645 -0.38593 -7.92430 0.132
H -0.41787 -0.44669 -6.15646 0.112
C 0.08032 -6.18176 6.11172 -0.119
C -1.40891 -6.35894 6.21665 -0.231
O -1.86401 -6.83150 5.01037 -0.196
S -0.89886 -6.41630 3.70047 0.763
O -1.44483 -5.26843 2.98605 -0.262
O -0.44104 -7.58910 2.91755 -0.243
O 0.26850 -5.78783 4.72069 -0.235
H 0.57766 -7.14283 6.24243 0.134
H 0.49009 -5.36841 6.71059 0.145
H -1.96694 -5.43126 6.34359 0.121
H -1.70512 -6.96413 7.07345 0.142
C 2.58194 5.38828 -3.58214 -0.159
C 3.89377 6.18726 -3.53279 -0.177
O 4.95432 5.40057 -4.05246 -0.177
S 4.29914 4.45758 -5.26907 0.722
O 4.94640 3.14346 -5.27085 -0.253
O 4.24043 5.15763 -6.52987 -0.239
O 2.80955 4.39343 -4.56750 -0.231
H 1.74377 6.02375 -3.86805 0.115
H 2.29711 4.80493 -2.70655 0.116
H 4.14919 6.36284 -2.48779 0.107
H 3.74045 7.10828 -4.09521 0.133
C -1.56939 -3.88180 -4.23815 -0.178
C -0.50588 -3.13283 -3.38171 -0.155
O 0.36207 -4.18890 -2.97331 -0.225
S -0.06221 -5.70162 -3.40494 0.711
O 0.03233 -6.52005 -2.20565 -0.240
O 0.54934 -6.08038 -4.67459 -0.228
O -1.57261 -5.15448 -3.66664 -0.206
H -1.48423 -3.83207 -5.32369 0.130
H -2.54048 -3.41257 -4.08028 0.117
H -1.01873 -2.72843 -2.50903 0.103
H 0.00699 -2.36549 -3.96157 0.102
C -7.71284 -3.16260 0.84258 -0.138
C -7.37089 -3.07533 2.31154 -0.202
O -6.43353 -2.05163 2.49900 -0.211
S -6.44817 -0.91851 1.25135 0.758
O -5.07531 -0.47033 0.90993 -0.254
O -7.46874 0.07935 1.50565 -0.228
O -6.97219 -2.08849 0.18677 -0.220
H -8.74988 -2.96170 0.57372 0.132
H -7.38440 -4.08620 0.36593 0.116
H -7.07371 -4.03457 2.73541 0.136
H -8.32450 -2.84411 2.78616 0.128
C -4.17425 3.25603 -8.20994 -0.100
C -4.51401 1.95161 -8.97610 -0.165
O -4.27528 0.86957 -8.09498 -0.195
S -3.80475 1.33924 -6.60657 0.700
O -2.33890 1.24034 -6.46703 -0.265
O -4.64824 0.63811 -5.61491 -0.247
O -4.21421 2.87059 -6.78680 -0.210
H -4.89991 4.02561 -8.47311 0.134
H -3.15886 3.57099 -8.45056 0.116
H -3.90570 1.85808 -9.87570 0.133
H -5.56963 1.87132 -9.23559 0.129
```

## Properties
LUMO level, eV: -0.4382
HOMO energy, Ha: -0.336
Gap between HOMO and LUMO, Eh: 0.3202
2S+1: 1
DFT total energy, hartree: -10734.30448